<w>
{"formula": "CHN3O3", "method": "ωB97M-V/def2-TZVPD", "symbols": ["C", "H", "N", "N", "N", "O", "O", "O"], "coordinates": [[-0.47, -0.47, -0.46], [0.32, -1.26, 1.84], [0.56, 0.12, 0.24], [0.40, 1.54, 0.14], [-0.24, 1.62, -0.91], [1.22, -0.41, 1.28], [-0.83, 0.43, -1.43], [-0.97, -1.57, -0.71]], "homo_lumo_gap_ev": 9.600, "lumo_ev": -1.1}

---

<x>
{"formula": "CHN3O3", "method": "ωB97M-V/def2-TZVPD", "symbols": ["C", "N", "N", "N", "O", "O", "O", "H"], "coordinates": [[-1.03, -0.25, 1.12], [-1.75, -1.02, 1.57], [-0.34, 0.56, 0.41], [0.16, -0.43, -1.29], [-0.77, -0.91, -1.82], [1.30, -0.28, -1.34], [1.01, 0.72, 0.75], [1.43, 1.62, 0.59]], "homo_lumo_gap_ev": [8.440, 8.430], "lumo_ev": [-1.4, -1.4]}

---

Name the most stable of them. <w>.

---

<w>
{"formula": "C8H16N3", "method": "ωB97M-V/def2-TZVPD", "symbols": ["C", "C", "N", "C", "C", "N", "C", "C", "C", "N", "C", "H", "H", "H", "H", "H", "H", "H", "H", "H", "H", "H", "H", "H", "H", "H", "H"], "coordinates": [[-1.32, 0.22, 2.21], [-2.25, -0.22, 1.06], [-1.66, -0.99, -0.01], [-0.43, -0.13, -0.60], [-0.69, 1.13, -1.36], [-0.16, -0.18, -1.95], [1.21, -0.51, -2.35], [2.18, -0.72, -1.10], [1.92, 0.26, 0.02], [0.56, -0.11, 0.47], [0.09, 0.66, 1.73], [-1.88, 0.93, 2.75], [-1.22, -0.56, 2.91], [-3.09, -1.00, 1.53], [-2.96, 0.56, 0.75], [-2.42, -1.41, -0.62], [-1.71, 1.39, -1.61], [0.06, 1.87, -1.12], [1.74, 0.28, -3.03], [0.99, -1.45, -2.84], [1.98, -1.70, -0.69], [3.18, -0.87, -1.52], [2.52, 0.11, 0.93], [1.91, 1.43, -0.32], [0.57, -1.12, 0.84], [0.04, 1.70, 1.34], [0.82, 0.45, 2.55]], "smiles": "C1CN[C@]23CN2CCC[N@H+]3C1", "homo_lumo_gap_ev": 9.983, "total_charge": 1, "lumo_ev": -2.7}

---

<x>
{"formula": "C8H16N3", "method": "ωB97M-V/def2-TZVPD", "symbols": ["C", "C", "C", "C", "C", "C", "C", "C", "N", "N", "N", "H", "H", "H", "H", "H", "H", "H", "H", "H", "H", "H", "H", "H", "H", "H", "H"], "coordinates": [[2.08, 1.08, 0.82], [2.32, -0.24, -1.25], [1.03, -0.92, 0.66], [0.40, -2.14, 1.19], [-2.36, 1.33, 0.97], [-2.22, -0.68, -0.63], [-0.94, 1.27, -1.25], [-1.78, 0.70, -0.36], [1.42, 0.04, 1.37], [2.73, 0.82, -0.54], [1.40, -1.04, -0.76], [2.90, 1.35, 1.52], [2.72, -0.42, -2.25], [1.07, -2.96, 1.20], [-0.30, -2.33, 0.47], [-0.08, -2.02, 2.15], [-3.39, 1.35, 0.85], [-2.11, 2.33, 1.00], [-2.09, 0.81, 1.87], [-1.89, -1.11, -1.58], [-2.28, -1.29, 0.28], [-3.31, -0.58, -0.98], [-0.97, 0.86, -2.27], [1.45, 2.07, 0.68], [-0.37, 2.15, -1.00], [3.63, 1.31, -0.88], [0.97, -1.75, -1.25]], "homo_lumo_gap_ev": 8.189, "total_charge": 1, "lumo_ev": -3.9}

---

Name the most stable of them. <x>.

---

<w>
{"formula": "C3H6N4O2", "method": "ωB97M-V/def2-TZVPD", "symbols": ["C", "C", "C", "H", "H", "H", "H", "H", "H", "N", "N", "N", "N", "O", "O"], "coordinates": [[1.05, -0.25, -0.43], [0.21, 0.34, -1.19], [-0.86, -0.21, 0.59], [2.78, -1.23, 0.29], [3.06, 0.32, -0.95], [0.18, 0.88, -2.10], [-1.98, 1.79, 0.06], [-3.04, 0.59, -0.74], [-0.28, -1.41, 2.36], [2.37, -0.61, -0.64], [-1.06, 0.26, -0.65], [-2.18, 1.11, -0.77], [0.35, -0.67, 0.65], [-1.60, -0.24, 1.56], [0.98, -0.68, 1.96]], "homo_lumo_gap_ev": 7.795, "lumo_ev": -0.2}

---

<x>
{"formula": "C3H6N4O2", "method": "ωB97M-V/def2-TZVPD", "symbols": ["C", "C", "C", "N", "N", "N", "N", "O", "O", "H", "H", "H", "H", "H", "H"], "coordinates": [[-1.08, 0.97, 0.14], [0.34, 1.48, -0.23], [-0.46, -1.10, -0.49], [-1.32, -0.25, 0.13], [1.03, 0.35, -0.57], [-0.02, -2.12, 0.19], [2.16, 0.05, -0.03], [2.88, 0.99, 0.36], [2.51, -1.12, -0.05], [-1.77, 1.78, 0.31], [0.24, 2.22, -0.98], [0.76, 2.07, 0.68], [-0.31, -1.30, -1.49], [0.31, -2.91, -0.35], [-0.22, -2.28, 1.20]], "homo_lumo_gap_ev": 9.206, "lumo_ev": 0.2}

---

<y>
{"formula": "C3H6N4O2", "method": "ωB97M-V/def2-TZVPD", "symbols": ["C", "N", "N", "O", "C", "N", "N", "C", "O", "H", "H", "H", "H", "H", "H"], "coordinates": [[2.37, -0.73, -0.08], [1.48, 0.42, 0.36], [0.36, 0.59, -0.44], [-0.45, -0.54, -0.29], [-1.66, -0.01, -0.01], [-2.69, -0.86, 0.12], [-1.73, 1.28, 0.13], [-0.47, 1.71, -0.17], [-0.01, 2.81, -0.11], [1.86, -1.72, -0.06], [2.71, -0.59, -1.10], [3.22, -0.74, 0.62], [1.27, 0.46, 1.36], [-2.65, -1.68, -0.48], [-3.61, -0.41, 0.16]], "smiles": "CNn1oc(N)nc1=O", "homo_lumo_gap_ev": 10.183, "lumo_ev": 0.6}

---

Name the most stable of them. <y>.

---

<w>
{"formula": "C5H8IN2", "method": "ωB97M-V/def2-TZVPD", "symbols": ["C", "C", "C", "C", "C", "N", "N", "I", "H", "H", "H", "H", "H", "H", "H", "H"], "coordinates": [[-1.30, -0.45, -0.99], [-1.48, 0.96, 1.02], [0.09, -0.84, -1.31], [0.88, -1.04, -0.10], [2.27, -0.48, -0.06], [-1.50, 0.23, 0.10], [-1.63, 1.68, 2.09], [2.11, 1.69, -0.41], [-2.06, -0.76, -1.70], [0.04, -1.74, -1.75], [0.57, -0.29, -2.10], [0.37, -1.41, 0.70], [2.67, -0.85, -1.09], [2.85, -0.75, 0.73], [-1.95, 1.34, 2.95], [-1.93, 2.70, 1.92]], "homo_lumo_gap_ev": [5.698, 8.679], "total_charge": 1, "lumo_ev": [-5.9, -4.1]}

---

<x>
{"formula": "C5H8IN2", "method": "ωB97M-V/def2-TZVPD", "symbols": ["C", "N", "C", "I", "N", "C", "C", "C", "H", "H", "H", "H", "H", "H", "H", "H"], "coordinates": [[-0.03, 1.47, -0.77], [-0.96, 1.27, 0.07], [-1.77, 0.37, 0.59], [-3.83, 0.77, 0.06], [-1.29, -1.21, 0.13], [-0.22, -1.89, -0.08], [0.66, -2.56, -1.15], [1.16, -2.06, 0.24], [0.58, 0.67, -1.19], [0.12, 2.57, -1.15], [-1.78, 0.40, 1.76], [-2.02, -1.28, -0.58], [0.93, -1.92, -2.01], [0.32, -3.54, -1.29], [1.56, -2.80, 0.82], [1.73, -1.16, 0.31]], "smiles": "C=N[C@@H](I)[NH+]=C1CC1", "homo_lumo_gap_ev": 8.716, "total_charge": 1, "lumo_ev": -4.9}

---

Name the most stable of them. <x>.

---

<w>
{"formula": "C3H10N3O", "method": "ωB97M-V/def2-TZVPD", "symbols": ["C", "C", "N", "N", "H", "H", "H", "H", "H", "H", "N", "C", "O", "H", "H", "H", "H"], "coordinates": [[0.21, 0.94, -0.49], [0.04, 2.23, -0.05], [-0.52, 2.54, 1.25], [-0.01, 0.57, -1.84], [0.28, 0.14, 0.18], [0.29, 3.11, -0.64], [-0.99, 1.74, 1.64], [-1.08, 3.35, 1.19], [0.01, -0.46, -1.84], [0.67, 0.88, -2.51], [-0.15, -1.74, 1.47], [0.59, -2.26, 0.27], [-0.07, -1.82, -0.79], [-1.10, -1.58, 1.14], [-0.23, -2.50, 2.15], [1.63, -1.87, 0.28], [0.70, -3.34, 0.31]], "homo_lumo_gap_ev": 6.931, "total_charge": -1, "lumo_ev": 4.2}

---

<x>
{"formula": "C3H10N3O", "method": "ωB97M-V/def2-TZVPD", "symbols": ["C", "C", "C", "N", "N", "N", "O", "H", "H", "H", "H", "H", "H", "H", "H", "H", "H"], "coordinates": [[-1.52, -0.06, 1.64], [-0.12, -0.46, -1.83], [1.79, 0.02, -0.40], [-0.92, 1.18, 1.38], [0.42, -0.33, -0.46], [-0.76, 1.42, 0.03], [-0.03, 2.44, -0.17], [-0.91, -0.87, 1.29], [-1.63, -0.07, 2.72], [-2.54, -0.24, 1.12], [0.18, 0.56, -2.42], [0.23, -1.32, -2.33], [-1.21, -0.42, -1.81], [2.46, -0.49, -1.19], [2.11, 1.11, -0.51], [2.13, -0.29, 0.60], [-0.13, 1.43, 1.91]], "homo_lumo_gap_ev": [6.232, 6.230], "total_charge": -1, "lumo_ev": [4.3, 4.3]}

---

Name the most stable of them. <w>.

---

<w>
{"formula": "C4H13N3O", "method": "ωB97M-V/def2-TZVPD", "symbols": ["C", "C", "N", "C", "N", "N", "C", "O", "H", "H", "H", "H", "H", "H", "H", "H", "H", "H", "H", "H", "H"], "coordinates": [[1.82, -1.12, -0.40], [0.41, -0.52, -0.50], [0.47, 0.96, -0.50], [-0.91, 1.56, -0.72], [1.08, 1.55, 0.70], [-0.41, -1.10, 0.58], [-1.81, -1.38, 0.32], [-0.29, -0.40, 1.84], [2.25, -1.02, 0.61], [2.50, -0.64, -1.11], [1.79, -2.19, -0.64], [0.01, -0.84, -1.47], [-1.58, 1.53, 0.14], [-1.37, 1.10, -1.60], [-0.76, 2.62, -0.96], [2.06, 1.28, 0.76], [1.12, 2.57, 0.58], [-1.94, -1.87, -0.64], [-2.43, -0.48, 0.36], [-2.19, -2.06, 1.09], [0.15, 0.44, 1.56]], "smiles": "C[C@H](N(C)N)N(C)O", "homo_lumo_gap_ev": 8.439, "lumo_ev": 0.9}

---

<x>
{"formula": "C4H13N3O", "method": "ωB97M-V/def2-TZVPD", "symbols": ["C", "C", "C", "N", "C", "N", "N", "H", "H", "H", "H", "H", "H", "H", "H", "H", "H", "H", "H", "H", "O"], "coordinates": [[-1.27, -0.62, 0.85], [-0.62, -1.56, -0.11], [0.30, -0.71, -1.10], [2.40, -0.83, 0.37], [1.91, 0.47, 0.21], [0.81, 0.57, -0.72], [-2.08, 0.41, 0.26], [-0.59, -0.14, 1.57], [-1.90, -1.18, 1.57], [-0.03, -2.29, 0.43], [-1.36, -2.02, -0.77], [-0.46, -0.46, -1.85], [1.08, -1.41, -1.46], [3.37, -0.67, 0.63], [1.51, 0.80, 1.21], [0.18, 1.42, -0.51], [-1.48, 1.28, 0.25], [-3.00, 0.48, 0.68], [2.69, 1.10, -0.28], [-0.98, 3.00, -0.88], [-0.48, 2.35, -0.37]], "homo_lumo_gap_ev": 5.206, "lumo_ev": -3.1}

---

<y>
{"formula": "C4H13N3O", "method": "ωB97M-V/def2-TZVPD", "symbols": ["H", "N", "C", "N", "C", "N", "H", "H", "H", "H", "H", "H", "C", "C", "O", "H", "H", "H", "H", "H", "H"], "coordinates": [[0.09, 2.00, 1.12], [-0.63, 1.78, 0.44], [-1.11, 0.62, 0.56], [-0.77, -0.33, 1.46], [-1.32, -1.67, 1.47], [0.24, -0.02, 2.38], [-1.89, 0.31, -0.13], [-0.52, -2.41, 1.38], [-1.87, -1.86, 2.40], [-2.00, -1.79, 0.63], [-0.12, -0.08, 3.33], [1.02, -0.66, 2.29], [1.59, -0.15, -1.55], [0.60, 0.59, -2.46], [0.52, 1.96, -2.19], [1.29, -0.06, -0.51], [1.64, -1.20, -1.81], [2.58, 0.28, -1.66], [-0.39, 0.11, -2.37], [0.92, 0.51, -3.50], [0.12, 2.08, -1.29]], "smiles": "[H]/N=C\\N(C)N.CCO", "homo_lumo_gap_ev": 9.712, "lumo_ev": 0.6}

---

Name the most stable of them. <y>.